# 1
DFT (the ωB97M-V functional and the def2-TZVPD basis) results for C18H10F3N3O4V as an isolated structure.

Calculated total energy in eV: -65331.469
LUMO (spin up / spin down) in eV: -1.32 / -1.43
HOMO-LUMO gap (spin up / spin down) in hartree: 0.25012 / 0.24603
Expectation value of S²: 3.758

The geometry in ORCA input format:
```
! RIJCOSX wB97M-V def2-TZVPD def2/J DEFGRID3
* xyz 0 4
V 0.46 -0.09 -0.36
O -5.92 1.17 2.25
C -5.26 0.16 2.55
O -5.46 -0.78 3.33
C -3.89 0.08 1.81
C -3.51 1.04 0.89
C -2.30 0.93 0.25
N -1.44 -0.08 0.50
C -1.84 -1.05 1.34
C -3.04 -1.00 2.01
C -0.89 -2.20 1.39
C -1.01 -3.26 2.28
C -0.09 -4.29 2.21
C 0.94 -4.23 1.27
C 1.01 -3.13 0.45
N 0.12 -2.14 0.50
C -1.82 1.84 -0.83
C -2.48 3.00 -1.22
C -1.96 3.73 -2.28
C -0.81 3.30 -2.91
C -0.19 2.15 -2.44
N -0.69 1.44 -1.43
H -4.21 1.85 0.69
H -3.37 -1.78 2.69
H -1.81 -3.27 3.00
H -0.16 -5.13 2.89
H 1.67 -5.02 1.20
H 1.80 -3.03 -0.29
H -3.38 3.31 -0.71
H -2.46 4.63 -2.61
H -0.38 3.85 -3.74
H 0.73 1.79 -2.88
F 4.27 0.21 1.29
C 4.18 0.80 0.09
F 4.54 2.08 0.22
F 5.04 0.20 -0.74
C 2.73 0.68 -0.41
O 1.86 1.47 0.04
O 2.42 -0.28 -1.16
*
```

***

# 2
DFT (the ωB97M-V functional and the def2-TZVPD basis) results for a 2-piece molecular cluster, C18H10F5N2O4S2 overall.

Calculated total energy in eV: -65254.338
LUMO in eV: 1.63
HOMO-LUMO gap in hartree: 0.21942
ΔE to the lowest compared entry with this formula, charge and spin in kJ/mol: 115.44

The geometry in ORCA input format:
```
! RIJCOSX wB97M-V def2-TZVPD def2/J DEFGRID3
* xyz -1 1
F -3.24 -2.58 3.82
C -3.04 -1.86 2.70
F -2.95 -2.69 1.64
F -4.11 -1.07 2.52
S -1.37 -0.91 2.92
C -0.83 0.09 1.41
C -0.85 -0.76 0.18
C -1.47 -0.30 -0.97
C -1.43 -1.08 -2.13
C -0.74 -2.30 -2.13
C -0.59 -3.05 -3.36
N -0.47 -3.67 -4.35
C -0.16 -2.77 -0.95
C -0.18 -1.98 0.19
O -1.51 0.00 4.03
O -0.48 -2.05 3.04
H -1.30 1.12 1.37
H -1.97 0.67 -0.93
H -1.94 -0.76 -3.04
H 0.28 -3.76 -0.91
H 0.35 -2.29 1.09
F -1.87 3.36 2.15
C -2.72 2.84 1.17
F -1.97 2.94 -0.06
S -3.18 1.20 1.56
N 1.73 2.41 1.29
C 2.04 3.08 0.07
O 1.95 4.27 -0.21
C 2.49 2.01 -0.87
C 2.10 0.79 -0.33
C 2.77 -0.38 -0.73
C 3.72 -0.26 -1.77
C 4.04 0.97 -2.36
C 3.36 2.13 -1.95
C 1.40 1.18 0.94
O 0.61 0.37 1.69
H -3.66 3.41 1.13
H 2.59 -1.32 -0.20
H 4.25 -1.15 -2.10
H 4.82 1.04 -3.12
H 3.50 3.09 -2.46
*
```

***

# 3
DFT (the ωB97M-V functional and the def2-TZVPD basis) results for C18H10I2N4O6PdS2Se as an isolated structure.

Calculated total energy in eV: -143771.226
LUMO (spin up / spin down) in eV: -1.69 / -1.69
HOMO-LUMO gap (spin up / spin down) in hartree: 0.28124 / 0.28126
ΔE to the lowest compared entry with this formula, charge and spin in kJ/mol: 191.40

The geometry in ORCA input format:
```
! RIJCOSX wB97M-V def2-TZVPD def2/J DEFGRID3
* xyz 0 1
Pd -1.27 0.18 0.29
Se 5.24 -3.33 2.85
N 4.83 -1.96 1.79
C 3.53 -1.87 1.76
C 2.81 -0.85 1.00
C 3.49 0.11 0.26
C 2.76 1.05 -0.44
C 1.38 1.02 -0.36
N 0.74 0.10 0.36
C 1.42 -0.84 1.04
C 0.67 -1.84 1.83
N -0.66 -1.77 1.81
C -1.36 -2.65 2.50
C -0.77 -3.66 3.26
C 0.60 -3.74 3.29
C 1.35 -2.82 2.56
C 2.81 -2.84 2.54
N 3.53 -3.71 3.19
H 4.57 0.10 0.24
H 3.24 1.82 -1.03
H 0.77 1.74 -0.88
H -2.44 -2.55 2.45
H -1.39 -4.36 3.81
H 1.11 -4.51 3.86
O -3.05 4.36 -0.49
S -3.40 2.98 -0.72
O -4.69 2.68 -1.26
O -3.14 2.17 0.53
C -2.23 2.43 -2.01
C -1.55 3.49 -2.61
C -0.77 3.30 -3.74
C -0.67 2.05 -4.32
C -1.32 0.98 -3.72
C -2.08 1.16 -2.57
S -2.58 -0.42 -1.88
O -1.23 -0.96 -1.42
O -3.18 -1.22 -2.89
O -3.31 -0.19 -0.63
H -1.67 4.47 -2.18
H -0.27 4.15 -4.18
H -0.09 1.89 -5.22
H -1.23 -0.01 -4.15
I -1.37 2.13 1.99
I 0.90 1.74 3.49
*
```

***

# 4
DFT (the ωB97M-V functional and the def2-TZVPD basis) results for the molecule C18H11BrN2O4.

Calculated total energy in eV: -100056.286
LUMO in eV: 0.09
HOMO-LUMO gap in hartree: 0.31956
Structure (SMILES): O=c1ccc2ccc(OCc3nnc(-c4ccccc4Br)o3)cc2o1

The geometry in ORCA input format:
```
! RIJCOSX wB97M-V def2-TZVPD def2/J DEFGRID3
* xyz 0 1
O -2.51 -3.78 0.22
C -2.87 -2.69 0.57
C -3.92 -2.41 1.53
C -4.27 -1.14 1.86
C -3.59 -0.04 1.25
C -3.88 1.31 1.52
C -3.18 2.31 0.90
C -2.16 2.01 -0.02
C -1.87 0.69 -0.31
C -2.58 -0.33 0.32
O -2.24 -1.60 0.01
H -1.11 0.39 -1.02
O -1.54 3.08 -0.58
C -0.41 2.86 -1.38
C 0.69 2.18 -0.64
N 1.07 2.38 0.57
N 2.08 1.53 0.82
C 2.27 0.83 -0.25
C 3.22 -0.23 -0.48
C 4.24 -0.54 0.41
C 5.12 -1.58 0.15
C 4.98 -2.33 -1.01
C 3.97 -2.03 -1.91
C 3.10 -0.99 -1.65
H 2.31 -0.76 -2.35
H 3.86 -2.61 -2.82
H 5.67 -3.14 -1.21
H 5.90 -1.81 0.85
Br 4.50 0.44 2.01
O 1.40 1.19 -1.24
H -0.08 3.87 -1.68
H -0.65 2.28 -2.28
H -3.39 3.35 1.10
H -4.66 1.54 2.23
H -5.05 -0.94 2.57
H -4.40 -3.27 1.96
*
```